Record 1
C24H14Cl5N3O4Pd as an isolated structure at a distorted geometry, computed with ωB97M-V with the def2-TZVPD basis set.

Positions of all 51 atoms, in Å:
Pd  -0.4625  -0.1620  0.0649
O  -0.6844  -0.4187  2.2596
C  -0.1030  0.2457  3.1515
C  0.3848  -0.4363  4.3239
C  1.0237  0.2303  5.3147
C  1.2206  1.6408  5.2472
C  0.7581  2.3380  4.1768
C  0.1043  1.6909  3.0968
C  -0.4457  2.4612  2.0638
N  -0.9608  1.9038  0.9919
N  -1.6996  2.6532  0.2026
C  -2.3350  1.8761  -0.7051
O  -2.1952  0.6236  -0.7732
C  -3.2471  2.5437  -1.6510
C  -3.5409  3.9008  -1.5242
C  -4.3848  4.5092  -2.4376
C  -4.9347  3.7698  -3.4768
C  -4.6426  2.4182  -3.6034
C  -3.8015  1.8027  -2.6925
H  0.2172  -1.5048  4.3632
H  1.3913  -0.3117  6.1769
H  1.7344  2.1478  6.0520
H  0.8921  3.4115  4.1217
H  -0.5196  3.5423  2.1706
H  -3.1029  4.4613  -0.7113
H  -4.6148  5.5620  -2.3402
H  -5.5925  4.2488  -4.1905
H  -5.0704  1.8444  -4.4148
H  -3.5645  0.7501  -2.7744
Cl  -1.6912  -1.8958  -2.3508
C  -0.3870  -0.8595  -2.7860
C  0.1710  -0.0381  -1.8149
C  1.0994  0.9196  -2.1904
Cl  1.6681  2.0489  -1.0333
C  1.5544  0.9878  -3.5081
Cl  2.7324  2.1537  -3.9568
C  1.0437  0.1079  -4.4587
Cl  1.6126  0.1697  -6.0784
C  0.0573  -0.8063  -4.1028
Cl  -0.6266  -1.8516  -5.2818
O  3.0363  0.1794  1.4341
C  2.4913  -0.8719  1.2146
C  3.0137  -2.2602  1.6069
C  1.8807  -3.2361  1.2620
C  0.8469  -2.3313  0.6433
O  -0.2883  -2.5978  0.2441
N  1.2762  -1.0534  0.5877
H  3.2616  -2.2412  2.6671
H  3.9348  -2.4540  1.0585
H  1.4493  -3.7293  2.1325
H  2.1637  -4.0109  0.5503

Output
HOMO-LUMO gap (spin up / spin down) = 4.36 / 4.38 eV
LUMO energy (spin up / spin down) = -3.47 / -3.47 eV
HOMO (spin up / spin down) = -7.84 / -7.85 eV
energy relative to the best compared isomer or geometry (same formula, charge and spin) = 48.2 kcal per mole

=====

Record 2
A 2-piece molecular cluster, C4H12NPS2 overall at a distorted geometry, computed with ωB97M-V with the def2-TZVPD basis set.

Positions of all 20 atoms, in Å:
C  1.9352  2.6270  0.3360
N  2.0318  1.2123  0.6813
P  1.0326  -0.0799  0.2216
S  2.3104  -1.0188  -1.2865
S  1.0213  -1.3942  2.0329
C  -0.7384  -1.4439  2.4086
H  2.8249  3.1367  0.7736
H  1.8146  2.5967  -0.7276
H  1.0115  2.8761  0.7365
H  2.9953  0.9224  0.8566
H  2.1351  -2.2198  -0.7413
H  -0.9915  -0.4269  2.3757
H  -0.7780  -1.7919  3.3916
H  -1.4601  -1.9111  1.6502
C  -0.7040  -1.8895  -2.7735
C  -1.3947  -1.2054  -1.8796
H  -0.6357  -1.5394  -3.7344
H  -0.3856  -3.0014  -2.6473
H  -1.9220  -0.3097  -2.2101
H  -1.3167  -1.5444  -0.7869

Output
SMILES string = CNP(S)SC.C=C
HOMO-LUMO gap = 8.95 eV
LUMO energy = 0.55 eV
HOMO = -8.40 eV
energy relative to the best compared isomer or geometry (same formula, charge and spin) = 77.0 kcal per mole

=====

Record 3
A 12-piece molecular cluster, C39H109N7O15 overall at a distorted geometry, computed with ωB97M-V with the def2-TZVPD basis set.

Positions of all 170 atoms, in Å:
C  6.8856  6.9373  2.6669
O  7.9723  7.6586  2.2338
C  9.3249  7.1626  2.5774
C  9.9164  8.0093  3.6319
C  10.2378  9.4092  3.1757
N  11.0989  7.3841  4.2904
H  6.6122  6.1094  2.0128
H  6.1112  7.7039  2.6391
H  6.8718  6.6318  3.7131
H  9.2318  6.1590  2.9924
H  9.9999  7.0524  1.7287
H  9.1284  8.0945  4.3802
H  9.3424  9.8543  2.7418
H  11.1552  9.2863  2.6000
H  10.4622  10.0828  4.0028
H  10.9267  6.4409  4.6079
H  11.7866  7.2694  3.5597
C  -3.5450  -6.5748  -6.0418
O  -3.6718  -6.6150  -7.4583
C  -4.8516  -7.3683  -7.7360
C  -4.8092  -7.7454  -9.1939
C  -5.8709  -8.7892  -9.5876
N  -3.5291  -8.4970  -9.4612
H  -2.7437  -5.8940  -5.7545
H  -3.2676  -7.5644  -5.6785
H  -4.4320  -6.1882  -5.5401
H  -4.8397  -8.3151  -7.1961
H  -5.7322  -6.8229  -7.3968
H  -4.8195  -6.8504  -9.8160
H  -5.7768  -9.7822  -9.1480
H  -5.7721  -8.8660  -10.6704
H  -6.8527  -8.3902  -9.3326
H  -2.8313  -8.1406  -8.8240
H  -3.6112  -9.4915  -9.3048
C  -2.1470  15.4984  6.3143
O  -3.0456  14.3970  6.6092
C  -3.2735  14.1691  8.0029
C  -3.3928  12.7506  8.5194
C  -4.3860  11.8875  7.7656
N  -3.5998  12.6835  9.9290
H  -2.4792  16.3510  6.9066
H  -2.1420  15.7656  5.2575
H  -1.1001  15.2703  6.5142
H  -2.6645  14.7570  8.6896
H  -4.2945  14.5432  8.0787
H  -2.4457  12.2505  8.3170
H  -5.3637  12.3692  7.7553
H  -4.6301  10.8829  8.1108
H  -4.0481  11.6838  6.7495
H  -3.7812  11.7252  10.1912
H  -2.8133  12.9801  10.4890
C  -11.8757  8.6404  2.4478
O  -10.7221  8.0849  1.9073
C  -9.9544  8.9586  1.0425
C  -8.5222  9.0816  1.5919
C  -7.6268  7.9223  1.3331
N  -8.6652  9.2880  3.0537
H  -12.5306  9.1591  1.7476
H  -11.5972  9.3898  3.1888
H  -12.4056  7.7323  2.7352
H  -9.7893  8.4305  0.1034
H  -10.4468  9.9291  0.9813
H  -7.9880  9.8742  1.0680
H  -7.3333  7.8574  0.2854
H  -8.0590  6.9259  1.4246
H  -6.7811  7.8124  2.0120
H  -7.9902  8.7896  3.6159
H  -9.5252  8.8008  3.2612
C  -1.9022  -15.7114  0.2149
O  -1.3133  -14.6973  0.9166
C  -0.2652  -15.0494  1.7872
C  0.4060  -13.9675  2.6708
N  1.3220  -13.2506  1.7844
C  1.6686  -11.9040  2.2802
C  2.6745  -11.1410  1.3986
O  1.9997  -10.7512  0.2162
C  2.5039  -9.5655  -0.4109
H  -1.2272  -16.4369  -0.2390
H  -2.5363  -15.2262  -0.5271
H  -2.4647  -16.2728  0.9609
H  0.4581  -15.6547  1.2409
H  -0.6834  -15.7490  2.5109
H  0.9427  -14.1816  3.5950
H  -0.3128  -13.1735  2.8731
H  0.7698  -13.2235  0.9391
H  1.9572  -11.9606  3.3298
H  0.7371  -11.3536  2.1474
H  3.5611  -11.7469  1.2117
H  3.0410  -10.2778  1.9542
H  1.9326  -9.3663  -1.3176
H  3.5815  -9.6759  -0.5319
H  2.4425  -8.7176  0.2714
C  2.0499  6.6978  5.1830
O  1.4818  5.4442  4.8338
C  0.5207  5.4480  3.8128
C  0.0894  4.0428  3.5280
N  1.0412  3.2546  2.7922
C  0.8520  1.8318  3.0479
C  1.8613  0.9811  2.1806
O  1.0320  0.1992  1.2918
C  1.7997  -0.2064  0.1686
H  2.4807  7.3516  4.4247
H  2.9585  6.3212  5.6529
H  1.4210  7.3086  5.8306
H  1.0274  5.9897  3.0142
H  -0.2185  6.0376  4.3551
H  -0.7749  4.0828  2.8651
H  -0.0296  3.5528  4.4943
H  1.9495  3.5852  3.0852
H  -0.2030  1.6582  2.8360
H  1.1541  1.6002  4.0692
H  2.4910  0.3318  2.7889
H  2.5531  1.6575  1.6785
H  2.2965  0.6024  -0.3672
H  1.2064  -0.7712  -0.5504
H  2.5861  -0.9100  0.4419
C  3.8653  -1.4155  -13.7238
O  3.4326  -2.6166  -13.0151
C  3.4724  -2.4101  -11.5686
C  2.6018  -3.5364  -10.9491
N  2.6909  -3.2653  -9.4959
C  1.8467  -4.0243  -8.6049
C  2.5012  -5.4178  -8.3903
O  3.6324  -5.2309  -7.5033
C  4.4358  -6.3131  -7.3909
H  3.7277  -1.6065  -14.7881
H  4.9089  -1.2743  -13.4425
H  3.3260  -0.5458  -13.3485
H  2.9474  -1.4670  -11.4171
H  4.4199  -2.3133  -11.0385
H  3.2906  -4.3345  -11.2263
H  1.6440  -3.6942  -11.4450
H  3.6427  -3.2588  -9.1578
H  0.8352  -3.8558  -8.9745
H  2.0149  -3.6440  -7.5974
H  2.8610  -6.0250  -9.2209
H  1.7189  -5.9426  -7.8418
H  3.8782  -7.1765  -7.0280
H  5.3210  -6.0487  -6.8124
H  4.8615  -6.8239  -8.2546
C  -1.5643  -6.3345  1.8348
O  -1.2347  -5.5065  0.7530
H  -0.7363  -6.1789  2.5263
H  -2.5040  -5.9315  2.2125
H  -1.6725  -7.3584  1.4770
H  -1.4250  -4.5860  0.9483
C  4.6312  -5.2278  5.8665
O  5.4540  -6.3960  5.6939
H  4.9485  -4.3817  5.2569
H  3.5963  -5.4777  5.6327
H  4.5051  -5.0562  6.9355
H  4.9311  -7.0897  6.1025
C  -1.0545  -0.3546  9.4981
O  -1.7981  -1.4213  9.9750
H  -1.2468  0.6245  9.9368
H  -0.0148  -0.6613  9.6123
H  -1.3004  -0.1737  8.4517
H  -2.6229  -1.0067  10.2385
C  3.8346  3.4485  -2.7595
O  3.9801  3.5878  -4.1701
H  4.0443  4.4012  -2.2731
H  2.8566  3.0808  -2.4489
H  4.5437  2.8082  -2.2349
H  4.8418  3.9808  -4.3271
C  -4.7909  0.2081  -4.2740
O  -3.7443  -0.7348  -3.9747
H  -5.7620  -0.1557  -3.9381
H  -4.5108  0.8837  -3.4658
H  -4.7705  0.5902  -5.2946
H  -2.8991  -0.3693  -3.7032

Output
SMILES string = COC[C@H](C)N.COC[C@H](C)N.COC[C@H](C)N.COC[C@H](C)N.COCCNCCOC.COCCNCCOC.COCCNCCOC.CO.CO.CO.CO.CO
HOMO-LUMO gap = 8.46 eV
LUMO energy = 0.32 eV
HOMO = -8.14 eV

=====

Record 4
C38H31BN7O5SW as an isolated structure at a distorted geometry, computed with ωB97M-V with the def2-TZVPD basis set.

Positions of all 84 atoms, in Å:
W  0.3109  0.1694  0.4627
C  -1.0995  3.6317  -3.4269
C  -1.1551  2.2964  -2.7757
C  -1.8350  1.1504  -3.1810
C  -1.5644  0.1737  -2.2451
N  -0.7534  0.7116  -1.2873
N  -0.5052  2.0141  -1.6345
B  0.4318  2.8736  -0.7624
N  -0.2005  2.8577  0.6680
N  -0.8857  1.7234  1.1001
C  -1.6416  2.0859  2.1999
C  -1.3679  3.4055  2.4794
C  -0.4679  3.8627  1.5114
C  0.0673  5.2351  1.3203
C  -2.6690  1.2379  2.7875
C  -3.3882  0.3360  2.0000
C  -4.4169  -0.4009  2.5575
C  -4.7341  -0.2427  3.9044
C  -4.0314  0.6644  4.6890
C  -3.0057  1.4098  4.1317
N  1.8053  2.1157  -0.7497
N  1.8120  0.7371  -0.8112
C  3.1017  0.3287  -1.1119
C  3.8867  1.4647  -1.1948
C  3.0636  2.5593  -0.9576
C  3.4079  4.0036  -0.9742
C  3.4565  -1.0446  -1.3663
C  2.5111  -1.9696  -1.8315
C  2.8969  -3.2608  -2.1280
C  4.2275  -3.6406  -1.9674
C  5.1785  -2.7250  -1.5246
C  4.7989  -1.4319  -1.2278
C  -1.9890  -1.2189  -2.1962
C  -1.4903  -2.0596  -1.2182
C  -1.7931  -3.4047  -1.1631
C  -2.6678  -3.9208  -2.1162
C  -3.2082  -3.0927  -3.0894
C  -2.8668  -1.7485  -3.1376
H  -1.7149  3.6287  -4.3224
H  -0.0776  3.8856  -3.7122
H  -1.4661  4.4107  -2.7574
H  -2.4452  1.0613  -4.0634
H  0.5572  3.9845  -1.1592
H  -1.8470  4.0146  3.2283
H  -0.2518  5.8745  2.1391
H  -0.2943  5.6667  0.3855
H  1.1573  5.2270  1.2882
H  -3.1738  0.2471  0.9395
H  -4.9933  -1.0794  1.9432
H  -5.5456  -0.8129  4.3370
H  -4.2923  0.7997  5.7300
H  -2.4643  2.1226  4.7434
H  4.9243  1.5110  -1.4807
H  4.4553  4.1322  -1.2337
H  3.2412  4.4463  0.0098
H  2.7993  4.5468  -1.6978
H  1.4901  -1.6551  -2.0267
H  2.1762  -3.9689  -2.5131
H  4.5286  -4.6525  -2.2037
H  6.2117  -3.0239  -1.4142
H  5.5408  -0.7221  -0.8806
H  -0.7867  -1.6350  -0.4787
H  -1.3516  -4.0672  -0.4310
H  -2.9170  -4.9732  -2.0964
H  -3.8891  -3.4978  -3.8253
H  -3.2835  -1.1161  -3.9104
O  5.8775  -0.8417  2.7022
C  4.7439  -0.6914  2.4058
C  3.7875  -1.7888  1.8213
O  3.9968  -2.9438  1.6464
C  2.5547  -1.0007  1.5187
C  2.5932  0.2612  1.9751
O  1.4492  0.9672  1.7750
C  3.9277  0.6459  2.5123
O  4.3094  1.7174  2.8589
O  1.4327  -1.3357  0.8467
S  -0.8142  -1.6770  4.5655
C  -1.2503  -2.8045  3.3582
C  -1.1144  -2.2567  2.1334
N  -0.6663  -0.9485  2.1538
C  -0.4438  -0.5401  3.3938
H  -1.5997  -3.7953  3.6018
H  -1.3588  -2.7371  1.2067
H  -0.0674  0.4393  3.6426

Output
HOMO-LUMO gap (spin up / spin down) = 4.59 / 4.59 eV
charge = +3
LUMO energy (spin up / spin down) = -12.04 / -12.04 eV
HOMO (spin up / spin down) = -16.63 / -16.63 eV
energy relative to the best compared isomer or geometry (same formula, charge and spin) = 7.7 kcal per mole

=====

Record 5
C21H28CdClN3O4S5Se as an isolated structure, computed with ωB97M-V with the def2-TZVPD basis set.

Positions of all 64 atoms, in Å:
Cd  -0.9008  -0.1263  -0.1858
S  -0.0471  -1.8677  1.5204
S  -1.1178  -3.5287  0.9000
S  -1.0154  -3.4897  -1.1595
S  -2.0714  -1.8253  -1.7548
O  -0.1326  2.5207  -3.5482
C  -0.4956  1.6209  -2.7884
O  -0.0885  1.4221  -1.5954
H  -1.2468  0.8907  -3.1580
C  6.2007  0.7500  4.2702
C  6.2802  0.0515  2.9156
C  5.3787  0.6932  1.8620
C  3.8943  0.3943  2.0474
N  3.5815  -1.0050  1.8156
C  3.3471  -1.5394  0.5784
Se  3.3963  -0.6239  -0.9955
N  3.0416  -2.8509  0.7675
C  2.4931  -3.7449  -0.2423
C  3.4817  -4.8370  -0.6360
C  4.6850  -4.3256  -1.4277
C  4.3303  -3.9385  -2.8590
C  3.0314  -3.1398  2.1175
C  2.7047  -4.2950  2.8044
C  2.7703  -4.2515  4.1914
C  3.1438  -3.0881  4.8625
C  3.4561  -1.9238  4.1695
C  3.3885  -1.9699  2.7877
H  6.8423  0.2677  5.0105
H  5.1833  0.7507  4.6660
H  6.5113  1.7944  4.1821
H  6.0164  -1.0047  3.0254
H  7.3168  0.0700  2.5670
H  5.6494  0.3567  0.8592
H  5.5137  1.7802  1.8760
H  3.3100  0.9726  1.3328
H  3.5420  0.6487  3.0478
H  2.1945  -3.1283  -1.0876
H  1.5741  -4.1629  0.1726
H  2.9414  -5.5833  -1.2278
H  3.8247  -5.3448  0.2718
H  5.4622  -5.0971  -1.4374
H  5.1082  -3.4562  -0.9151
H  3.9102  -4.7910  -3.4008
H  5.2121  -3.5906  -3.4014
H  3.6026  -3.1272  -2.8738
H  2.3765  -5.1832  2.2815
H  2.5058  -5.1327  4.7622
H  3.1739  -3.0834  5.9449
H  3.7197  -1.0151  4.6934
S  1.2507  2.6545  3.3255
C  1.6654  3.3190  1.7959
C  1.2039  2.5144  0.8062
N  0.5476  1.3901  1.2430
C  0.4885  1.3387  2.5342
H  2.1973  4.2508  1.7011
H  1.2780  2.6632  -0.2622
H  -0.0280  0.5551  3.0713
Cl  -5.1897  2.8065  3.1041
C  -4.5644  1.7569  1.7815
C  -3.0263  1.6225  1.7071
O  -2.3069  2.2100  2.5100
O  -2.7311  0.8530  0.7468
H  -4.9309  2.1719  0.8476
H  -4.9962  0.7715  1.9262

Output
HOMO-LUMO gap = 5.61 eV
charge = -2
LUMO energy = 3.93 eV
HOMO = -1.69 eV
energy relative to the best compared isomer or geometry (same formula, charge and spin) = 9.7 kcal per mole

=====

Record 6
A 8-piece molecular cluster, C10H35BrN13O7 overall at a distorted geometry, computed with ωB97M-V with the def2-TZVPD basis set.

Positions of all 66 atoms, in Å:
Br  21.3717  -18.1778  23.1093
C  24.7395  -20.4390  25.8708
O  25.7172  -20.0836  26.5120
N  23.7949  -21.2103  26.2882
N  24.4404  -20.0229  24.6352
H  23.9573  -21.6798  27.1676
H  23.1755  -21.5505  25.5666
H  23.4717  -19.7989  24.4574
H  25.1111  -19.6924  23.9562
C  25.2763  -20.3969  21.2151
O  25.9757  -19.8083  21.9394
N  25.6697  -21.3886  20.4606
N  24.0028  -20.1900  21.2043
H  26.6626  -21.5729  20.4751
H  24.9318  -21.7923  19.9015
H  23.5912  -19.6094  21.9210
H  23.4979  -20.4961  20.3849
C  19.7929  -18.4975  18.6520
O  19.5173  -19.5843  19.0783
N  20.5413  -17.6424  19.3359
N  19.2853  -17.9732  17.6264
H  20.9878  -17.9257  20.1964
H  20.8198  -16.7979  18.8569
H  18.7623  -18.4995  16.9411
H  19.2580  -16.9839  17.4247
C  22.4138  -13.9068  21.7252
O  22.4695  -12.9215  21.0566
N  22.1849  -15.0632  21.2029
N  22.4017  -13.8841  23.0559
H  22.1915  -15.0748  20.1930
H  22.0783  -15.8949  21.7660
H  22.3956  -14.7643  23.5511
H  22.1176  -13.0566  23.5606
C  17.5476  -16.8463  22.1798
O  17.8212  -15.9335  22.9347
N  16.4101  -16.7790  21.5534
N  18.3048  -17.7312  21.8137
H  15.6599  -16.2345  21.9543
H  16.1709  -17.5875  20.9973
H  18.0770  -18.3344  21.0363
H  19.2454  -17.7169  22.1815
C  21.1483  -22.0913  21.5839
O  21.3942  -23.2690  21.7098
N  20.5118  -21.3864  22.5142
N  21.3315  -21.4243  20.4748
H  20.0924  -21.7214  23.3698
H  20.6344  -20.3847  22.5543
H  20.7669  -20.5909  20.3921
H  21.6368  -22.0118  19.7122
C  18.6167  -19.5741  28.1408
C  19.5873  -18.9592  27.2000
C  21.0213  -19.5394  27.2101
O  21.9159  -19.4503  28.3400
C  21.9142  -18.1909  28.9523
N  19.0803  -18.8822  25.8336
H  18.6581  -20.6632  28.1213
H  17.6381  -19.2320  27.8041
H  18.8201  -19.2508  29.1617
H  19.6876  -17.9099  27.4774
H  21.5345  -19.1613  26.3260
H  21.0166  -20.5869  26.9089
H  22.5093  -18.3400  29.8533
H  20.9331  -17.9843  29.3798
H  22.3132  -17.4057  28.3101
H  19.6566  -18.5091  25.0928
H  19.0707  -19.8193  25.4569

Output
HOMO-LUMO gap = 8.62 eV
charge = -1
LUMO energy = 2.09 eV
HOMO = -6.53 eV
energy relative to the best compared isomer or geometry (same formula, charge and spin) = 65.2 kcal per mole